# 1
17
Properties=species:S:1:pos:R:3:forces:R:3 method="wB97M-V/def2-TZVPD" smiles="CN[C@H](C=O)CSS" charge=0 molar_mass_g_mol=151.26 homo_lumo_gap_ev=9.398
C -1.66004 -1.81381 -0.69268 -0.96 0.92 -0.39
N -0.80864 -1.77933 0.48367 -0.03 -0.16 -0.38
C 0.35306 -0.92959 0.32554 0.13 0.92 1.03
C 1.51695 -1.59425 1.04450 0.39 -0.64 -0.45
O 1.67011 -2.78595 1.04042 -0.10 -0.25 0.05
C 0.13051 0.45876 1.01605 -1.14 -0.21 -1.04
S 0.59397 1.96123 0.04697 -0.30 -0.50 0.01
S -0.96181 2.00419 -1.35360 0.16 0.30 0.90
H -1.84240 -0.82593 -1.14221 0.58 0.13 0.45
H -1.29978 -2.40632 -1.53852 0.03 -0.41 0.22
H -2.68370 -2.05189 -0.40531 0.09 -0.75 -0.03
H -0.50521 -2.72631 0.69780 0.01 0.21 -0.01
H 0.56461 -0.74672 -0.73415 0.40 -0.12 0.02
H 2.23513 -0.99898 1.62838 -0.06 0.51 -0.15
H -0.94930 0.53711 1.15059 0.07 0.07 0.11
H 0.55525 0.49310 2.01418 0.36 0.26 0.03
H -0.30597 1.58752 -2.42318 0.37 -0.29 -0.36

# 2
40
Properties=species:S:1:pos:R:3:forces:R:3 method="wB97M-V/def2-TZVPD" spin_multiplicity=2 charge=+1 molar_mass_g_mol=248.27 homo_lumo_gap_ev="8.838 / 2.011"
C -12.29990 -17.63855 10.42569 -0.98 1.40 0.68
C -11.93676 -16.27241 11.09678 -0.27 -0.84 -2.26
O -10.51434 -16.15730 11.18906 1.02 0.76 2.12
O -11.56207 -17.72020 9.24656 0.79 -0.35 0.20
H -13.35477 -17.69002 10.15606 -0.31 0.54 0.23
H -12.20950 -18.45600 11.14102 0.81 -0.22 0.02
H -12.51290 -16.11474 12.00854 0.75 -0.11 0.40
H -12.13791 -15.44021 10.42218 -1.03 -0.15 -0.15
H -10.01243 -16.65842 10.54209 -0.57 -0.48 -0.41
H -12.11792 -18.17734 8.61121 0.05 0.26 -0.44
C -11.57295 -14.10151 5.09206 1.90 -0.78 1.63
C -11.22173 -14.14004 6.56409 1.85 0.20 1.06
O -11.80761 -15.22317 7.26098 -1.17 -0.59 -0.46
O -12.88483 -13.71611 4.94056 -0.53 0.06 -0.34
H -11.33595 -15.12842 4.81386 -0.42 -0.35 -0.73
H -10.79262 -13.49924 4.62681 -0.61 0.53 -0.39
H -11.41675 -13.22773 7.12779 -0.27 0.46 -0.40
H -10.14946 -14.31987 6.64162 0.45 0.31 -0.28
H -11.64088 -15.15294 8.20378 0.03 0.00 -0.11
H -13.22785 -14.15418 5.72287 -1.22 0.10 -0.07
C -12.22033 -19.72884 5.40493 1.62 1.58 2.02
C -12.76277 -19.65889 6.86513 2.31 -4.48 -1.42
O -13.33959 -18.48581 7.14282 -1.71 1.89 -0.02
O -13.25403 -19.59378 4.49682 -0.59 -0.50 -0.66
H -11.56705 -20.57494 5.19176 -0.64 -0.36 0.02
H -11.55007 -18.86931 5.39685 0.26 0.42 -0.64
H -12.01226 -19.85574 7.63069 0.38 -0.16 -0.31
H -13.40178 -20.54090 6.82234 -0.89 0.02 0.89
H -13.99115 -18.45148 6.43864 -0.70 1.18 0.51
H -13.89596 -18.96306 4.83106 -0.03 0.13 -0.47
C -9.52651 -13.14811 13.41970 -2.33 -0.57 2.60
C -8.87587 -12.70710 12.15125 2.86 -0.80 -2.50
O -8.55547 -13.87261 11.34056 -0.11 3.07 2.01
O -10.59503 -13.98595 13.13986 0.88 0.31 0.33
H -9.94510 -12.28909 13.94406 0.31 0.35 -0.25
H -8.77372 -13.62635 14.04634 0.18 -0.18 -0.07
H -7.94842 -12.21860 12.45007 -0.02 0.25 -0.67
H -9.60793 -12.05136 11.67987 -0.18 -0.05 -0.40
H -9.35795 -14.38400 11.46745 -1.12 -1.48 -1.08
H -10.15887 -14.84064 13.11040 -0.77 -1.35 -0.20

Energy above the lowest of the compared OMol25 structures with the same formula, charge and spin across the listed records, respectively: 1.385, 0.530 eV.
DFT total energy across the listed records, respectively: -29501.0983, -25051.4967 eV.
Maximum force across the listed records, respectively: 1.6, 5.2 eV/Å.